13
Properties=species:S:1:pos:R:3:forces:R:3 method="wB97M-V/def2-TZVPD" lumo_ev=0.84 relative_energy_ev=1.619 charge=0 gap_ev=9.85 smiles="C=C(C)O.O"
C -0.349690 -0.033264 -1.380007 -1.2 -1.1 1.0
C -0.686678 0.274307 -0.104944 0.2 1.3 -2.0
C -2.059026 -0.035040 0.417353 -0.3 2.0 1.0
O 0.086423 1.132358 0.642171 -0.2 -0.3 -0.6
H -1.111498 -0.672973 -1.809741 0.3 0.0 -0.5
H 0.546410 0.126512 -1.968139 0.1 0.3 0.5
H -2.795983 -0.121974 -0.390194 0.5 -1.4 0.2
H -1.958813 -0.734259 1.250456 -0.7 -0.5 -0.5
H -2.541799 0.879384 0.866968 1.1 -0.5 0.1
H 0.678791 1.477731 -0.048740 0.3 0.1 0.9
O 2.495705 -1.033026 0.324423 0.6 1.4 -0.3
H 3.080145 -1.734285 0.593974 -0.4 -0.6 0.1
H 1.570250 -1.251901 0.267249 -0.2 -0.7 0.2



9
Properties=species:S:1:pos:R:3:forces:R:3 method="wB97M-V/def2-TZVPD" lumo_ev=3.61 relative_energy_ev=1.390 charge=-1 gap_ev=7.22 smiles="Cc1c([S-])c1=S"
C 0.027208 -1.332332 0.179947 3.3 -2.6 -3.3
C 0.183130 0.056905 -0.047190 -0.6 3.0 0.8
C -0.097020 1.181363 -0.740670 -0.4 0.3 -4.5
S -0.532695 1.675785 -2.627518 0.8 -0.8 3.8
C 0.177929 1.297214 0.635181 0.0 -0.8 -1.4
S 0.268500 2.243060 1.947011 0.2 0.5 1.1
H 0.795091 -1.691341 0.869564 0.0 -0.2 -0.1
H 0.046893 -1.957685 -0.831008 0.1 1.2 2.1
H -0.869035 -1.472969 0.614683 -3.3 -0.7 1.6



15
Properties=species:S:1:pos:R:3:forces:R:3 method="wB97M-V/def2-TZVPD" lumo_ev="-0.16 / -0.15" relative_energy_ev=6.696 charge=0 gap_ev="8.24 / 8.23" smiles="C=C=NN=C(C)C"
C 0.904445 -1.534969 -2.690476 1.0 1.0 1.9
C 1.352346 -1.095097 -1.546927 -0.2 0.0 3.9
N 1.295719 -1.408463 0.055258 2.3 -0.5 -6.4
N 0.400562 -0.880134 0.648366 -2.2 2.5 3.0
C -0.112287 0.258049 0.997366 -1.2 -0.4 -1.4
C -1.163242 0.314832 2.047979 -2.6 -5.1 -1.3
C -0.032251 1.481992 0.123887 2.8 2.2 -0.1
H 0.488124 -2.452669 -2.833839 -1.3 -2.4 -0.4
H 1.050458 -0.904832 -3.510521 0.4 0.8 -1.3
H -0.935177 0.965453 2.806638 0.2 2.1 1.6
H -1.150568 -0.760894 2.579354 -0.3 2.3 -1.1
H -2.262036 0.441493 1.552567 2.6 0.0 1.4
H 0.355865 2.424341 0.768273 -0.9 -2.1 -1.3
H 0.811545 1.291743 -0.659573 -1.7 0.6 1.0
H -1.003501 1.859155 -0.338350 1.2 -1.0 0.5



27
Properties=species:S:1:pos:R:3:forces:R:3 method="wB97M-V/def2-TZVPD" lumo_ev="0.93 / -0.70" relative_energy_ev=0.000 charge=0 gap_ev="7.84 / 8.55" spin_multiplicity=3
C -4.154460 -0.514584 1.167532 -0.3 -1.8 1.7
C -3.991066 -1.109710 -0.081636 0.2 -1.3 -0.2
C -3.236088 0.435699 1.630224 -0.4 0.0 -1.5
C -2.881237 -0.767217 -0.880970 0.3 0.3 1.2
C -2.133454 0.816736 0.885777 -1.1 -1.1 -0.9
C -1.856661 0.177161 -0.373289 -1.0 -1.6 0.0
C 1.610015 1.571324 -0.996898 -1.0 -0.4 -0.2
C 0.824244 0.518727 -0.484164 -3.5 2.2 -2.3
C 2.386764 2.007796 -1.930092 0.4 0.8 -0.4
C 1.364869 -0.161030 0.468836 3.0 -2.9 3.6
C -0.601964 0.168851 -1.010154 1.9 1.7 1.2
C 0.776797 -1.439030 1.037895 0.0 1.4 0.3
C 2.695983 0.281273 1.080274 -1.3 -1.3 0.0
H -4.811704 -1.049763 1.970257 0.7 1.4 -1.8
H -4.631481 -2.043340 -0.271817 1.0 1.7 -0.3
H -3.548452 0.949739 2.494855 0.3 0.6 1.2
H -2.659438 -1.396847 -1.748835 0.0 0.5 0.1
H -1.574711 1.648485 1.203564 1.0 0.7 0.4
H 2.415709 1.526697 -2.923645 0.4 0.2 0.4
H 2.992573 2.902287 -1.701078 -0.3 -0.3 -0.7
H -0.441530 -0.094271 -2.001848 -0.7 -0.8 -1.9
H 1.289736 -2.316078 0.675445 0.5 -0.3 0.0
H 0.850020 -1.405464 2.166254 -0.6 -0.2 -1.2
H -0.207752 -1.464161 0.572341 -0.4 -0.5 1.0
H 3.225432 0.978240 0.468920 0.2 0.7 0.1
H 2.443380 0.572325 2.087559 0.1 0.9 0.4
H 3.333529 -0.559599 1.268912 0.4 -0.8 -0.2



8
Properties=species:S:1:pos:R:3:forces:R:3 method="wB97M-V/def2-TZVPD" lumo_ev=-0.47 relative_energy_ev=3.037 charge=0 gap_ev=11.82
F -3.168228 -1.366562 1.295545 0.4 0.6 -1.1
N -3.180504 -1.139504 -0.116090 -1.6 -2.8 2.5
N -2.851513 -0.116205 -0.540638 1.3 4.0 -1.2
F -2.292945 0.937778 0.314273 -1.0 -1.6 -0.2
O -0.586067 -1.035149 -0.348283 -0.7 -0.8 0.8
C 0.335051 -0.394180 -0.626622 3.4 0.8 -0.3
F 0.688792 -0.215974 -1.923099 -0.1 0.3 0.1
H 1.207743 0.056345 0.003456 -1.8 -0.6 -0.7



20
Properties=species:S:1:pos:R:3:forces:R:3 method="wB97M-V/def2-TZVPD" lumo_ev=0.91 relative_energy_ev=3.889 charge=0 gap_ev=8.89 smiles="C/N=C(/C)O.N/C=N/O"
C 0.166260 1.757822 1.255174 -0.2 -0.5 -0.2
N 0.197715 1.106234 -0.044259 2.3 -0.7 -1.2
C 1.098927 0.189635 -0.311934 -1.0 3.3 0.7
C 1.512306 -0.109454 -1.713555 -0.4 -0.5 0.0
O 1.893330 -0.371075 0.605776 0.1 -0.5 0.4
H -0.725080 2.389653 1.293501 0.1 -0.1 0.1
H 1.035271 2.407280 1.391947 0.0 -0.1 0.1
H 0.102299 1.052515 2.090389 0.1 0.1 0.2
H 0.645898 -0.044164 -2.372861 0.1 0.1 0.0
H 1.940237 -1.110849 -1.779029 0.0 0.1 0.0
H 2.264007 0.624224 -2.019855 -0.1 -0.1 0.0
H 1.387795 -0.485154 1.431244 0.2 0.1 -0.2
N -2.406560 -0.212040 -0.835417 0.5 0.5 -0.4
C -1.511810 -0.560928 0.140282 -0.5 -4.5 0.1
N -0.770705 -1.657588 -0.033709 -2.0 2.4 0.6
O -0.273779 -2.041235 1.258346 0.2 -0.3 0.0
H -2.127139 -0.531447 -1.754993 -0.1 0.1 0.0
H -2.686330 0.760111 -0.824660 0.1 -0.1 -0.1
H -1.817876 -0.235125 1.144654 0.8 0.2 -0.3
H 0.075234 -2.928415 1.078958 -0.1 0.4 0.1



48
Properties=species:S:1:pos:R:3:forces:R:3 method="wB97M-V/def2-TZVPD" lumo_ev=0.30 relative_energy_ev=5.898 charge=0 gap_ev=10.13 smiles="CCOC(C)=O.CCOC(C)=O.CC(C)=O.CC(C)=O"
C -5.348917 3.989146 -3.642854 3.1 3.7 0.5
C -4.713917 3.528146 -2.313854 -0.8 3.6 -1.0
O -3.391917 4.084146 -2.214854 0.8 0.5 0.0
C -2.947917 4.453146 -1.005854 -0.5 -1.1 3.4
C -1.534917 5.003146 -0.979854 0.2 -0.5 2.2
O -3.556917 4.259146 0.070146 1.1 0.6 -3.1
H -4.576917 3.729146 -4.465854 -1.8 0.5 0.9
H -5.349917 5.230146 -3.465854 -0.4 -3.3 -1.2
H -6.338917 3.577146 -3.710854 -0.3 -0.1 -0.5
H -5.286917 4.092146 -1.559854 -0.1 -1.8 0.4
H -4.607917 2.517146 -2.483854 -0.1 -2.5 1.3
H -1.349917 5.791146 -1.611854 -0.2 2.2 -1.5
H -0.741917 4.373146 -1.249854 0.5 -2.0 -1.1
H -1.086917 5.230146 0.021146 -1.5 0.3 -0.4
C 0.762083 -3.887854 2.992146 -1.0 -1.8 -0.2
C 1.203083 -4.338854 1.568146 -1.4 -1.9 -1.2
O 1.825083 -3.431854 0.630146 1.3 1.0 -0.2
C 2.217083 -3.872854 -0.599854 -0.4 -4.8 -0.1
C 2.656083 -2.798854 -1.484854 2.8 0.7 0.8
O 2.229083 -5.085854 -0.993854 -0.4 4.3 2.1
H -0.082917 -3.168854 2.809146 1.1 -0.4 1.1
H 1.551083 -3.687854 3.701146 0.6 1.5 -0.4
H 0.422083 -4.812854 3.692146 -0.1 1.6 -2.5
H 1.718083 -5.286854 1.542146 0.8 -0.1 0.4
H 0.365083 -4.591854 0.900146 -0.7 -0.3 1.2
H 2.100083 -1.914854 -1.397854 -1.3 1.1 -0.2
H 2.841083 -3.172854 -2.459854 -0.4 -0.2 -1.0
H 3.681083 -2.425854 -1.178854 -0.8 -0.6 0.1
C 3.415083 0.125146 1.235146 0.9 1.5 2.0
C 4.251083 -0.518854 2.293146 -1.9 0.9 6.2
C 4.640083 -2.039854 2.077146 -2.1 3.0 -2.1
O 4.360083 0.099146 3.470146 0.2 -3.4 -6.3
H 3.012083 1.064146 1.588146 0.5 0.6 0.1
H 2.556083 -0.342854 0.921146 -1.8 -2.2 -0.4
H 4.004083 0.234146 0.393146 1.2 0.6 -2.0
H 5.091083 -2.034854 1.085146 0.5 -0.4 0.1
H 3.779083 -2.734854 2.005146 0.2 0.8 0.3
H 5.263083 -2.215854 2.853146 2.2 -1.3 2.1
C -0.570917 -0.943854 0.112146 -1.5 3.6 -1.3
C -1.707917 -0.052854 0.650146 -1.4 -2.6 2.8
C -1.840917 1.242146 -0.140854 6.2 -1.6 9.0
O -2.413917 -0.504854 1.628146 2.6 2.6 -4.2
H -0.697917 -1.085854 -0.942854 -0.1 0.8 -1.2
H -0.731917 -1.893854 0.337146 0.0 -4.1 2.4
H 0.385083 -0.495854 0.238146 0.8 0.0 0.5
H -2.227917 1.120146 -0.938854 -5.0 -2.1 -10.5
H -0.875917 1.662146 -0.303854 1.1 0.1 -0.2
H -2.343917 1.938146 0.333146 -2.8 3.3 2.7



44
Properties=species:S:1:pos:R:3:forces:R:3 method="wB97M-V/def2-TZVPD" lumo_ev=0.29 relative_energy_ev=0.000 charge=0 gap_ev=8.57 smiles="Nc1nc(SCC(=O)Nc2cc(S(=O)(=O)N3CCOCC3)ccc2Cl)n[nH]1"
N -1.076547 -0.566581 2.767097 0.1 0.1 0.3
C -1.768844 -1.300630 1.854494 -0.3 -0.5 0.0
N -2.590359 -0.841590 0.927013 0.1 0.2 0.6
C -3.064603 -1.972418 0.341324 0.4 -0.2 0.7
S -4.137530 -1.904081 -1.020746 -0.3 0.1 -0.5
C -3.791442 -0.174929 -1.518467 -0.2 -0.7 0.3
C -2.305678 0.096337 -1.395711 0.0 0.5 -0.3
O -1.450689 -0.670286 -1.762842 0.1 -0.1 -0.1
N -2.024081 1.340208 -0.877213 -0.2 0.5 -0.2
C -0.809969 1.722845 -0.337470 0.3 0.1 0.0
C 0.138680 0.784875 0.065949 -0.2 -0.1 -0.1
C 1.307473 1.191963 0.670442 0.4 -0.4 0.2
S 2.422648 -0.090482 1.251166 0.0 0.0 0.1
O 3.467228 0.527015 2.009451 0.0 0.3 -0.2
O 1.619259 -1.097605 1.894277 0.0 -0.1 -0.4
N 3.112163 -0.779699 -0.082200 -0.3 0.3 0.9
C 2.293434 -1.621160 -0.928485 -0.2 -0.5 -0.4
C 3.230921 -2.463741 -1.798418 -0.3 0.0 0.2
O 4.096058 -1.642209 -2.548487 0.0 0.0 -0.2
C 4.884189 -0.830177 -1.712160 0.0 0.3 0.2
C 4.007426 0.069056 -0.835316 0.5 0.2 -0.3
C 1.594413 2.527942 0.872372 0.1 0.1 0.1
C 0.663190 3.476691 0.479651 0.0 -0.1 0.0
C -0.525600 3.076365 -0.108123 0.1 -0.2 0.0
Cl -1.699974 4.268597 -0.548639 -0.1 0.1 0.0
N -2.601133 -3.085204 0.850091 -0.3 -0.5 -0.6
N -1.771184 -2.650939 1.831276 0.0 0.7 0.1
H -0.132160 -0.897916 2.935110 -0.1 0.2 -0.1
H -1.106810 0.423374 2.571798 0.0 -0.1 0.0
H -4.382574 0.494917 -0.896326 0.1 0.1 -0.1
H -4.109221 -0.109090 -2.559087 0.0 0.0 0.0
H -2.771574 2.015727 -0.787429 0.0 -0.3 0.0
H -0.060629 -0.263860 -0.063960 -0.1 -0.1 -0.1
H 1.687257 -2.254693 -0.282301 -0.1 -0.1 -0.2
H 1.642050 -1.020449 -1.578863 0.0 -0.1 0.0
H 2.659913 -3.047671 -2.520999 0.0 0.0 0.1
H 3.817275 -3.135711 -1.155250 -0.1 0.0 0.0
H 5.514323 -0.231149 -2.371189 0.0 0.0 0.1
H 5.514618 -1.456189 -1.064274 0.0 0.1 0.0
H 4.609621 0.628461 -0.120121 0.1 0.0 -0.2
H 3.442319 0.765928 -1.473341 0.1 0.0 0.0
H 2.519417 2.803991 1.350648 0.1 0.1 0.1
H 0.851519 4.526917 0.637790 0.0 0.1 0.0
H -1.242769 -3.301027 2.387864 -0.1 0.0 0.0